Arrangement a

Here is C40H42N4O2P2Pt as an isolated structure from the Open Molecules 2025 dataset. Energies are from wB97M-V/def2-TZVPD.

Values from the calculation:
Kohn-Sham gap (alpha / beta)	5.6 / 8.0	eV
E_LUMO (alpha / beta)	-2.602 / -2.641	eV
2S+1	2
net charge	+1

Cartesian coordinates (Å):
Pt -0.036 -0.124 0.201
C -4.149 1.125 1.094
N -2.844 0.500 0.882
P -1.375 1.221 1.335
C -1.397 2.954 0.815
C -2.141 3.917 1.499
C -2.199 5.217 1.023
C -1.514 5.566 -0.133
C -0.767 4.616 -0.815
C -0.711 3.313 -0.344
C -1.339 1.326 3.138
C -2.128 0.508 3.943
C -1.990 0.544 5.323
C -1.056 1.386 5.908
C -0.264 2.203 5.110
C -0.405 2.176 3.733
P -2.416 -0.492 -0.481
C -2.502 -2.217 0.104
C -2.705 -2.563 1.434
C -2.689 -3.897 1.819
C -2.469 -4.890 0.875
C -2.263 -4.548 -0.456
C -2.276 -3.218 -0.840
C -3.920 -0.367 -1.520
C -3.926 0.577 -2.544
C -5.049 0.742 -3.341
C -6.170 -0.046 -3.123
C -6.167 -0.997 -2.111
C -5.047 -1.161 -1.311
H -4.119 1.692 2.025
H -4.923 0.364 1.188
H -4.421 1.802 0.282
H -2.660 3.657 2.413
H -2.775 5.961 1.557
H -1.557 6.583 -0.499
H -0.225 4.892 -1.710
H -0.130 2.560 -0.865
H -2.867 -0.141 3.492
H -2.616 -0.085 5.942
H -0.952 1.415 6.984
H 0.459 2.869 5.564
H 0.211 2.822 3.116
H -2.876 -1.788 2.169
H -2.852 -4.159 2.856
H -2.460 -5.929 1.174
H -2.093 -5.320 -1.195
H -2.105 -2.955 -1.879
H -3.044 1.185 -2.716
H -5.046 1.477 -4.134
H -7.045 0.075 -3.748
H -7.040 -1.615 -1.946
H -5.045 -1.911 -0.530
O 0.964 -1.567 -1.108
N 2.198 -1.228 -1.433
C 2.408 -0.246 -2.333
C 3.689 0.120 -2.677
C 4.770 -0.532 -2.100
C 4.525 -1.551 -1.192
C 3.228 -1.884 -0.871
H 1.507 0.203 -2.722
H 3.830 0.916 -3.394
H 5.782 -0.254 -2.360
H 5.333 -2.096 -0.726
H 2.939 -2.654 -0.173
C 7.553 3.987 1.662
C 7.327 2.816 0.717
N 6.377 1.834 1.247
C 6.916 0.551 1.680
C 7.770 0.647 2.937
C 5.062 2.146 1.156
O 4.662 3.161 0.607
C 4.042 1.210 1.750
C 4.056 0.759 3.065
C 3.003 -0.021 3.517
C 1.981 -0.338 2.642
N 1.957 0.102 1.381
C 2.955 0.877 0.959
H 8.282 4.676 1.235
H 7.928 3.649 2.628
H 6.622 4.530 1.817
H 8.261 2.287 0.524
H 6.941 3.181 -0.236
H 7.520 0.148 0.860
H 6.094 -0.145 1.831
H 8.649 1.269 2.769
H 8.114 -0.343 3.235
H 7.206 1.080 3.764
H 4.869 1.024 3.728
H 2.970 -0.379 4.536
H 1.139 -0.946 2.950
H 2.887 1.267 -0.050

Taken from the Löwdin analysis, the atomic charges in e are: atom 1 (Pt): 0.632, atom 2 (C): -0.120, atom 3 (N): -0.480, atom 4 (P): 0.753, atom 5 (C): -0.345, atom 6 (C): -0.088, atom 7 (C): -0.066, atom 8 (C): -0.069, atom 9 (C): -0.071, atom 10 (C): -0.102, atom 11 (C): -0.350, atom 12 (C): -0.085, atom 13 (C): -0.069, atom 14 (C): -0.073, atom 15 (C): -0.073, atom 16 (C): -0.101, atom 17 (P): 0.896, atom 18 (C): -0.392, atom 19 (C): -0.092, atom 20 (C): -0.076, atom 21 (C): -0.079, atom 22 (C): -0.073, atom 23 (C): -0.103, atom 24 (C): -0.361, atom 25 (C): -0.103, atom 26 (C): -0.076, atom 27 (C): -0.072, atom 28 (C): -0.068, atom 29 (C): -0.087, atom 30 (H): 0.074, atom 31 (H): 0.083, atom 32 (H): 0.086, atom 33 (H): 0.107, atom 34 (H): 0.110, atom 35 (H): 0.109, atom 36 (H): 0.107, atom 37 (H): 0.069, atom 38 (H): 0.085, atom 39 (H): 0.109, atom 40 (H): 0.108, atom 41 (H): 0.109, atom 42 (H): 0.113, atom 43 (H): 0.074, atom 44 (H): 0.105, atom 45 (H): 0.105, atom 46 (H): 0.107, atom 47 (H): 0.112, atom 48 (H): 0.099, atom 49 (H): 0.107, atom 50 (H): 0.108, atom 51 (H): 0.109, atom 52 (H): 0.109, atom 53 (O): -0.274, atom 54 (N): -0.218, atom 55 (C): -0.017, atom 56 (C): -0.026, atom 57 (C): -0.042, atom 58 (C): -0.030, atom 59 (C): -0.011, atom 60 (H): 0.142, atom 61 (H): 0.123, atom 62 (H): 0.118, atom 63 (H): 0.119, atom 64 (H): 0.148, atom 65 (C): -0.063, atom 66 (C): -0.197, atom 67 (N): -0.054, atom 68 (C): -0.216, atom 69 (C): -0.066, atom 70 (C): -0.423, atom 71 (O): 0.076, atom 72 (C): -0.105, atom 73 (C): 0.005, atom 74 (C): -0.025, atom 75 (C): -0.129, atom 76 (N): -0.052, atom 77 (C): -0.077, atom 78 (H): 0.081, atom 79 (H): 0.069, atom 80 (H): 0.075, atom 81 (H): 0.119, atom 82 (H): 0.120, atom 83 (H): 0.121, atom 84 (H): 0.104, atom 85 (H): 0.074, atom 86 (H): 0.081, atom 87 (H): 0.071, atom 88 (H): 0.119, atom 89 (H): 0.116, atom 90 (H): 0.113, atom 91 (H): 0.118


Arrangement b

Here is C40H42N4O2P2Pt as an isolated structure from the Open Molecules 2025 dataset. Energies are from wB97M-V/def2-TZVPD.

Values from the calculation:
Kohn-Sham gap (alpha / beta)	7.0 / 6.8	eV
E_LUMO (alpha / beta)	-2.535 / -3.057	eV
2S+1	2
net charge	+1

Cartesian coordinates (Å):
Pt 0.224 -0.293 0.066
C 2.285 -3.597 -1.927
N 1.621 -2.412 -1.401
P -0.083 -2.233 -1.252
C -0.688 -3.852 -0.752
C -1.866 -4.384 -1.284
C -2.364 -5.576 -0.793
C -1.718 -6.235 0.244
C -0.563 -5.696 0.794
C -0.058 -4.507 0.314
C -0.673 -1.922 -2.937
C -1.228 -0.681 -3.229
C -1.608 -0.389 -4.527
C -1.427 -1.332 -5.528
C -0.881 -2.572 -5.234
C -0.498 -2.874 -3.940
P 2.314 -0.807 -1.375
C 2.783 -0.633 0.391
C 2.807 0.668 0.925
C 3.123 0.871 2.255
C 3.399 -0.215 3.078
C 3.378 -1.499 2.559
C 3.070 -1.716 1.227
C 3.889 -1.168 -2.226
C 3.846 -1.145 -3.620
C 4.994 -1.374 -4.353
C 6.194 -1.608 -3.697
C 6.244 -1.609 -2.311
C 5.098 -1.375 -1.571
H 1.672 -4.470 -1.699
H 3.258 -3.728 -1.453
H 2.435 -3.548 -3.008
H -2.379 -3.870 -2.085
H -3.265 -5.992 -1.216
H -2.117 -7.162 0.627
H -0.060 -6.207 1.602
H 0.839 -4.079 0.740
H -1.376 0.028 -2.420
H -2.050 0.569 -4.757
H -1.717 -1.102 -6.542
H -0.756 -3.310 -6.011
H -0.086 -3.845 -3.703
H 2.648 1.514 0.264
H 3.160 1.872 2.655
H 3.636 -0.058 4.118
H 3.622 -2.341 3.191
H 3.071 -2.717 0.819
H 2.902 -0.950 -4.116
H 4.960 -1.360 -5.433
H 7.096 -1.772 -4.268
H 7.181 -1.787 -1.804
H 5.142 -1.362 -0.490
O -0.580 1.699 -0.506
N 0.311 2.586 -0.899
C 0.834 3.469 0.004
C 1.776 4.383 -0.373
C 2.225 4.422 -1.698
C 1.674 3.514 -2.609
C 0.728 2.616 -2.201
H 0.458 3.383 1.010
H 2.173 5.068 0.359
H 2.964 5.140 -2.006
H 1.992 3.517 -3.639
H 0.268 1.887 -2.850
C -2.499 4.702 5.672
C -3.343 3.431 5.667
N -2.847 2.426 4.733
C -3.608 2.189 3.527
C -3.426 3.302 2.493
C -1.736 1.754 5.091
O -1.131 1.978 6.124
C -1.255 0.628 4.214
C -1.016 -0.598 4.852
C -0.516 -1.658 4.109
C -0.280 -1.474 2.765
N -0.475 -0.291 2.159
C -0.934 0.741 2.872
H -2.937 5.428 6.351
H -2.441 5.142 4.680
H -1.496 4.470 6.020
H -4.378 3.654 5.400
H -3.323 3.005 6.676
H -4.668 2.111 3.790
H -3.305 1.232 3.098
H -3.921 4.215 2.813
H -3.854 2.992 1.543
H -2.370 3.519 2.348
H -1.220 -0.695 5.906
H -0.319 -2.613 4.567
H 0.065 -2.285 2.136
H -1.053 1.669 2.331

Taken from the Löwdin analysis, the atomic charges in e are: atom 1 (Pt): 0.708, atom 2 (C): -0.139, atom 3 (N): -0.507, atom 4 (P): 0.850, atom 5 (C): -0.350, atom 6 (C): -0.077, atom 7 (C): -0.067, atom 8 (C): -0.064, atom 9 (C): -0.071, atom 10 (C): -0.117, atom 11 (C): -0.362, atom 12 (C): -0.112, atom 13 (C): -0.074, atom 14 (C): -0.069, atom 15 (C): -0.068, atom 16 (C): -0.091, atom 17 (P): 0.945, atom 18 (C): -0.438, atom 19 (C): -0.142, atom 20 (C): -0.076, atom 21 (C): -0.068, atom 22 (C): -0.076, atom 23 (C): -0.110, atom 24 (C): -0.369, atom 25 (C): -0.117, atom 26 (C): -0.074, atom 27 (C): -0.070, atom 28 (C): -0.069, atom 29 (C): -0.078, atom 30 (H): 0.073, atom 31 (H): 0.082, atom 32 (H): 0.075, atom 33 (H): 0.107, atom 34 (H): 0.110, atom 35 (H): 0.108, atom 36 (H): 0.109, atom 37 (H): 0.092, atom 38 (H): 0.072, atom 39 (H): 0.107, atom 40 (H): 0.108, atom 41 (H): 0.109, atom 42 (H): 0.108, atom 43 (H): 0.080, atom 44 (H): 0.107, atom 45 (H): 0.109, atom 46 (H): 0.110, atom 47 (H): 0.099, atom 48 (H): 0.102, atom 49 (H): 0.108, atom 50 (H): 0.108, atom 51 (H): 0.109, atom 52 (H): 0.101, atom 53 (O): -0.271, atom 54 (N): -0.208, atom 55 (C): -0.026, atom 56 (C): -0.038, atom 57 (C): -0.030, atom 58 (C): -0.029, atom 59 (C): -0.013, atom 60 (H): 0.133, atom 61 (H): 0.119, atom 62 (H): 0.112, atom 63 (H): 0.119, atom 64 (H): 0.123, atom 65 (C): -0.066, atom 66 (C): -0.188, atom 67 (N): -0.059, atom 68 (C): -0.202, atom 69 (C): -0.064, atom 70 (C): -0.430, atom 71 (O): 0.079, atom 72 (C): -0.093, atom 73 (C): 0.036, atom 74 (C): -0.021, atom 75 (C): -0.128, atom 76 (N): -0.067, atom 77 (C): -0.072, atom 78 (H): 0.078, atom 79 (H): 0.065, atom 80 (H): 0.070, atom 81 (H): 0.121, atom 82 (H): 0.127, atom 83 (H): 0.126, atom 84 (H): 0.109, atom 85 (H): 0.073, atom 86 (H): 0.079, atom 87 (H): 0.062, atom 88 (H): 0.130, atom 89 (H): 0.115, atom 90 (H): 0.082, atom 91 (H): 0.104


The structure with the greatest stability is arrangement a.


Arrangement a

Here is a 2-piece molecular cluster, C5H16N2O overall from the Open Molecules 2025 dataset. Energies are from wB97M-V/def2-TZVPD.

Values from the calculation:
Kohn-Sham gap	8.8	eV
E_LUMO	0.597	eV
2S+1	1
net charge	0

Cartesian coordinates (Å):
C -0.179 -2.317 -0.653
C -1.070 -1.052 -0.404
C -1.007 -0.724 1.093
C 0.270 -0.045 1.647
N 0.706 1.222 1.107
C 1.844 1.335 0.255
N 1.813 0.609 -1.051
H -0.819 -3.154 -0.370
H 0.806 -2.305 -0.121
H 0.175 -2.462 -1.667
H -2.023 -1.388 -0.775
H -0.785 -0.146 -0.947
H -1.837 -0.042 1.304
H -1.178 -1.684 1.566
H 1.067 -0.782 1.651
H -0.130 0.220 2.631
H -0.048 1.863 0.869
H 2.021 2.406 0.052
H 2.770 0.976 0.687
H 1.233 1.033 -1.764
H 1.417 -0.325 -0.956
H -1.429 2.930 -1.625
H -1.748 1.514 -1.522
O -1.870 2.319 -1.007

Taken from the Löwdin analysis, the atomic charges in e are: atom 1 (C): -0.114, atom 2 (C): -0.261, atom 3 (C): -0.206, atom 4 (C): -0.224, atom 5 (N): -0.071, atom 6 (C): -0.301, atom 7 (N): 0.007, atom 8 (H): 0.072, atom 9 (H): 0.075, atom 10 (H): 0.060, atom 11 (H): 0.094, atom 12 (H): 0.056, atom 13 (H): 0.106, atom 14 (H): 0.104, atom 15 (H): 0.112, atom 16 (H): 0.106, atom 17 (H): 0.102, atom 18 (H): 0.115, atom 19 (H): 0.098, atom 20 (H): 0.043, atom 21 (H): 0.022, atom 22 (H): 0.051, atom 23 (H): 0.014, atom 24 (O): -0.060


Arrangement b

Here is a 2-piece molecular cluster, C5H16N2O overall from the Open Molecules 2025 dataset. Energies are from wB97M-V/def2-TZVPD.

Values from the calculation:
Kohn-Sham gap	9.5	eV
E_LUMO	0.895	eV
2S+1	1
net charge	0

Cartesian coordinates (Å):
N 1.137 1.835 0.863
C 0.909 0.405 1.095
C -0.158 0.312 2.183
C 0.818 -0.282 -0.348
N -0.526 -0.848 -0.353
C -0.569 -2.246 0.029
C -1.225 -0.875 -1.667
H 0.308 2.320 0.670
H 1.613 2.268 1.512
H 1.890 0.075 1.451
H 0.129 0.971 3.079
H -1.063 0.565 1.796
H -0.169 -0.778 2.624
H 1.084 0.462 -1.217
H 1.519 -1.036 -0.412
H 0.002 -2.445 0.928
H -0.085 -2.899 -0.767
H -1.600 -2.699 0.180
H -1.686 -1.697 -2.076
H -1.830 0.089 -1.671
H -0.673 -0.402 -2.700
H -0.620 1.908 -1.678
H 0.706 2.535 -1.421
O 0.090 2.463 -2.101

Taken from the Löwdin analysis, the atomic charges in e are: atom 1 (N): 0.036, atom 2 (C): -0.378, atom 3 (C): -0.072, atom 4 (C): -0.139, atom 5 (N): -0.267, atom 6 (C): -0.140, atom 7 (C): -0.117, atom 8 (H): 0.057, atom 9 (H): 0.004, atom 10 (H): 0.125, atom 11 (H): 0.102, atom 12 (H): 0.025, atom 13 (H): 0.103, atom 14 (H): 0.137, atom 15 (H): 0.073, atom 16 (H): 0.066, atom 17 (H): 0.099, atom 18 (H): 0.106, atom 19 (H): 0.029, atom 20 (H): 0.074, atom 21 (H): 0.138, atom 22 (H): 0.039, atom 23 (H): -0.043, atom 24 (O): -0.057


Arrangement c

Here is a 2-piece molecular cluster, C5H16N2O overall from the Open Molecules 2025 dataset. Energies are from wB97M-V/def2-TZVPD.

Values from the calculation:
Kohn-Sham gap	9.6	eV
E_LUMO	1.012	eV
2S+1	1
net charge	0

Cartesian coordinates (Å):
C 1.095 2.644 0.529
C -0.123 1.744 0.373
N 0.347 0.541 -0.381
C -1.855 -0.247 -1.345
C -0.756 -0.465 -0.320
C -0.165 -1.851 -0.503
N -0.229 -2.747 0.632
H 1.448 2.965 -0.437
H 1.958 2.148 1.008
H 0.906 3.590 1.084
H -0.644 1.593 1.321
H -0.866 2.224 -0.255
H 0.348 0.852 -1.354
H -2.762 -0.226 -0.774
H -1.812 0.654 -2.003
H -1.948 -1.051 -2.015
H -1.142 -0.381 0.783
H -0.650 -2.401 -1.276
H 0.833 -1.781 -0.992
H 0.656 -2.941 1.117
H -1.041 -2.881 1.194
H 2.869 -0.950 0.979
H 1.332 -0.481 1.105
O 2.200 -0.548 1.529

Taken from the Löwdin analysis, the atomic charges in e are: atom 1 (C): -0.105, atom 2 (C): -0.278, atom 3 (N): -0.070, atom 4 (C): -0.056, atom 5 (C): -0.399, atom 6 (C): -0.275, atom 7 (N): -0.004, atom 8 (H): 0.057, atom 9 (H): 0.070, atom 10 (H): 0.078, atom 11 (H): 0.112, atom 12 (H): 0.098, atom 13 (H): 0.111, atom 14 (H): 0.072, atom 15 (H): 0.094, atom 16 (H): 0.046, atom 17 (H): 0.158, atom 18 (H): 0.079, atom 19 (H): 0.133, atom 20 (H): 0.072, atom 21 (H): 0.059, atom 22 (H): 0.031, atom 23 (H): -0.012, atom 24 (O): -0.071


Arrangement d

Here is a 2-piece molecular cluster, C5H16N2O overall from the Open Molecules 2025 dataset. Energies are from wB97M-V/def2-TZVPD.

Values from the calculation:
Kohn-Sham gap	9.7	eV
E_LUMO	0.838	eV
2S+1	1
net charge	0

Cartesian coordinates (Å):
C -0.509 -0.523 -0.088
C 0.024 -0.148 -1.457
C -1.190 -0.254 -2.440
C 0.444 1.300 -1.511
N 0.367 -0.336 1.058
C 1.293 -1.377 1.488
N 2.148 -0.960 2.687
H -1.429 0.062 0.088
H -0.877 -1.513 -0.032
H 0.876 -0.822 -1.754
H -1.248 -1.279 -2.828
H -1.980 0.362 -1.972
H -1.240 0.227 -3.439
H -0.524 1.863 -1.358
H 0.757 1.627 -2.565
H 1.271 1.465 -0.744
H 0.839 0.437 0.783
H 1.885 -1.897 0.713
H 0.633 -2.262 1.864
H 1.722 -0.206 3.140
H 2.944 -0.434 2.415
H -2.515 1.170 1.686
H -1.732 1.603 2.567
O -1.958 1.896 1.699

Taken from the Löwdin analysis, the atomic charges in e are: atom 1 (C): -0.241, atom 2 (C): -0.433, atom 3 (C): -0.095, atom 4 (C): -0.099, atom 5 (N): -0.058, atom 6 (C): -0.272, atom 7 (N): 0.014, atom 8 (H): 0.095, atom 9 (H): 0.108, atom 10 (H): 0.145, atom 11 (H): 0.077, atom 12 (H): 0.082, atom 13 (H): 0.075, atom 14 (H): 0.096, atom 15 (H): 0.102, atom 16 (H): 0.090, atom 17 (H): 0.027, atom 18 (H): 0.104, atom 19 (H): 0.126, atom 20 (H): 0.023, atom 21 (H): 0.034, atom 22 (H): -0.010, atom 23 (H): 0.029, atom 24 (O): -0.020


The structure with the greatest stability is arrangement a.